[1]
275
Properties=species:S:1:pos:R:3:forces:R:3 method="wB97M-V/def2-TZVPD" spin_multiplicity=1 total_charge=+1 orbital_gap_ev=6.93 energy_ev=-165047.70489 homo_ha=-0.304 e_lumo_ev=-1.335
C -4.94597 -5.57921 -5.00316 -0.32 -0.81 -0.16
C -4.77236 -4.34614 -4.14509 0.66 -0.47 -0.38
N -3.50240 -4.42444 -3.29669 -0.22 -0.15 -0.10
C -3.64675 -5.54772 -2.32006 1.56 -1.44 -1.23
C -2.23089 -4.61380 -4.26632 -0.23 -0.87 2.22
C -0.94406 -4.63871 -3.41975 -0.61 -0.51 -0.04
C -3.38179 -3.18824 -2.43788 -0.06 1.01 -1.23
C -3.60971 -1.87515 -3.19793 -0.82 0.04 0.96
O -2.57944 -1.58790 -4.05665 1.87 0.03 -1.22
C -2.71667 -0.24495 -4.61132 -0.50 -1.39 0.95
H -5.86598 -5.59964 -5.60786 0.24 0.45 0.39
H -4.93702 -6.51527 -4.45238 -0.16 -0.03 0.24
H -4.12307 -5.65663 -5.69613 0.10 0.08 -0.38
H -5.59625 -4.15702 -3.46659 -0.13 0.08 0.07
H -4.65639 -3.53434 -4.85170 0.04 0.43 0.30
H -4.54822 -5.54743 -1.74916 -0.70 0.49 0.15
H -2.78783 -5.63982 -1.66923 0.13 0.68 0.34
H -3.57580 -6.48034 -2.88358 -0.36 0.04 -0.03
H -2.27555 -3.75323 -4.91176 0.06 0.05 -0.45
H -2.37859 -5.59516 -4.75437 -0.02 0.78 0.13
H -0.10092 -4.85013 -4.07736 -0.04 0.27 0.00
H -0.93163 -5.40891 -2.62516 -0.22 0.23 -0.46
H -0.79739 -3.67653 -2.94886 0.41 0.12 -0.16
H -2.38641 -3.18561 -2.00297 -0.19 -0.18 0.17
H -4.13433 -3.25573 -1.65412 0.00 -0.12 0.02
H -3.70846 -1.08902 -2.43605 -0.14 -0.14 0.02
H -4.54052 -1.81318 -3.77082 -0.28 -0.25 0.45
H -2.52493 0.40703 -3.76565 0.39 0.69 -0.46
H -3.76346 -0.20902 -4.80094 -0.97 0.75 -0.61
H -2.15726 -0.13340 -5.53773 0.35 -0.04 0.41
C 1.75903 -7.86802 3.61419 -0.51 -0.38 0.28
C 1.96280 -6.41612 4.11773 0.90 -1.35 0.64
N 3.22578 -5.74068 3.58900 0.45 -0.24 -0.93
C 2.99077 -5.42854 2.13641 -0.35 -0.93 -0.83
C 3.44641 -4.45335 4.38987 0.77 -1.15 0.09
C 2.22797 -3.63449 4.59021 -0.95 0.22 0.11
C 4.46105 -6.73891 3.69682 -0.02 1.92 -0.89
C 5.83747 -5.97849 3.66754 -1.52 -0.50 -0.37
O 5.87806 -5.06728 2.58824 0.44 -0.63 0.75
C 7.25155 -4.78341 2.32978 -0.31 -0.01 -1.22
H 0.90627 -8.28308 4.20258 0.32 0.46 -0.71
H 2.54656 -8.60662 3.80351 0.26 0.59 0.26
H 1.55973 -7.96222 2.53418 -0.30 0.36 0.49
H 2.14557 -6.42978 5.22086 -0.49 -0.01 -0.74
H 1.07219 -5.82815 3.86824 0.48 0.04 -0.01
H 3.77384 -4.91611 1.60203 0.63 0.24 0.58
H 2.08794 -4.85970 2.03718 -0.53 0.22 0.10
H 2.83295 -6.37757 1.58785 -0.03 0.44 0.49
H 4.17585 -3.84780 3.84123 0.17 -0.49 0.18
H 3.82811 -4.83762 5.35067 0.13 0.46 -0.28
H 1.78305 -3.36248 3.63470 -0.08 0.31 0.08
H 2.50082 -2.76489 5.16589 0.30 0.65 -0.19
H 1.45589 -4.05146 5.22188 -0.21 -0.52 -0.05
H 4.35755 -7.41225 2.80234 0.11 0.51 1.23
H 4.37947 -7.20131 4.67375 -0.17 -0.48 -0.10
H 6.62124 -6.74532 3.58623 -0.16 0.00 -0.09
H 6.00538 -5.45663 4.61330 -0.03 0.06 0.11
H 7.69741 -5.64659 1.81568 0.02 0.16 0.01
H 7.79121 -4.64825 3.25663 0.23 0.45 0.30
H 7.26208 -3.91442 1.65916 0.21 -0.18 0.39
C -4.27440 2.79705 2.58642 -1.05 0.13 0.20
C -2.86468 3.20748 2.89565 0.76 -1.06 0.07
N -2.21002 2.21709 3.94125 0.21 1.31 0.26
C -2.22359 0.86168 3.36288 0.81 -0.08 0.12
C -0.69051 2.62230 4.24195 -0.77 -0.79 -0.84
C -0.12754 1.83200 5.42113 -0.88 -0.07 -1.01
C -3.03421 2.19105 5.24920 0.41 0.25 -1.67
C -3.12131 3.55749 5.76328 0.35 1.95 1.05
O -4.05098 4.43592 5.13089 -0.27 -0.45 -0.02
C -4.08631 5.70906 5.77513 -0.78 -1.83 1.00
H -4.97259 3.04030 3.40640 0.39 0.13 -0.36
H -4.40024 1.72261 2.42429 0.08 0.22 -0.56
H -4.57402 3.40635 1.71054 -0.08 -0.67 0.40
H -2.91569 4.19979 3.31018 0.54 0.19 0.22
H -2.25870 3.18624 1.96217 0.02 -0.15 0.95
H -1.35290 0.35147 3.78031 -0.40 -0.12 -0.42
H -2.17540 0.93830 2.27830 0.15 -0.25 0.08
H -3.10959 0.35938 3.70854 -0.30 -0.37 -0.12
H -0.66029 3.68326 4.42592 -0.15 0.35 -0.14
H -0.19347 2.43061 3.28442 -0.09 0.02 0.30
H 0.92293 1.61893 5.34585 0.67 0.72 -0.04
H -0.53282 0.82834 5.38570 -0.40 -0.16 0.58
H -0.41856 2.34561 6.32686 0.29 -0.29 0.49
H -2.54162 1.55885 5.98727 -0.06 -0.24 -0.42
H -4.01454 1.79693 4.99712 0.01 -0.19 0.04
H -2.12428 4.02688 5.70446 -0.12 -0.03 0.06
H -3.29533 3.46839 6.83330 -0.50 0.23 0.33
H -4.54780 5.56706 6.74037 0.01 -0.22 0.88
H -4.82194 6.36119 5.33819 0.56 0.46 -1.08
H -3.07292 5.98311 5.97096 0.60 1.22 -0.32
C -8.49427 -5.19815 2.65198 0.17 -0.47 -0.58
C -7.84058 -3.92030 2.26678 1.49 1.25 0.29
N -6.46220 -3.65813 2.95503 -0.48 -0.01 -0.38
C -6.57300 -3.79944 4.46180 -0.30 -1.25 -1.85
C -5.35511 -4.56174 2.41451 0.41 0.25 0.57
C -4.00240 -4.06303 2.96497 0.08 -0.15 -0.81
C -6.09727 -2.22922 2.65320 0.45 -0.32 0.24
C -5.84066 -1.90255 1.18693 0.90 0.24 0.57
O -5.63896 -0.52782 1.28188 0.24 0.70 -0.80
C -5.21831 -0.02132 -0.01113 -1.09 0.05 0.26
H -7.90298 -6.07383 2.33174 -0.29 0.31 0.26
H -9.42136 -5.19022 2.07626 -0.16 -0.36 0.31
H -8.68814 -5.22820 3.71884 -0.28 -0.21 -0.03
H -8.46657 -3.03619 2.50048 0.34 -0.50 0.07
H -7.58239 -3.84190 1.21022 -0.30 -0.30 0.03
H -5.62689 -3.52164 4.88751 0.07 0.31 0.52
H -6.80120 -4.86417 4.60789 0.18 0.44 0.42
H -7.42329 -3.19447 4.69579 -0.26 0.45 0.77
H -5.41476 -4.55461 1.31514 0.09 0.23 0.42
H -5.48625 -5.60672 2.71590 -0.54 0.35 0.19
H -3.36727 -4.90855 3.16281 0.24 -0.26 -0.02
H -4.02287 -3.45529 3.86367 -0.22 -0.10 0.17
H -3.50281 -3.47308 2.20237 0.17 0.03 -0.07
H -5.20937 -1.96111 3.24269 -0.19 -0.27 -0.32
H -6.87192 -1.58346 3.05142 -0.41 -0.05 -0.17
H -6.64384 -2.13638 0.49233 -0.40 -0.06 -0.03
H -4.91649 -2.37345 0.78119 -0.38 -0.07 0.37
H -5.93968 -0.40083 -0.76237 0.64 0.28 0.03
H -4.19954 -0.32568 -0.21798 0.19 -0.16 -0.12
H -5.27175 1.06874 -0.01283 0.04 -0.27 0.20
C 0.18056 5.66371 -3.06741 -0.45 -0.94 -0.48
C -1.00998 5.28593 -2.20695 -0.73 0.55 -0.83
N -2.28967 4.88262 -3.02422 -0.04 0.54 0.88
C -2.02102 3.55374 -3.64035 1.03 0.11 -0.88
C -3.46614 4.69552 -2.00418 0.83 -0.19 -0.51
C -2.97676 3.99275 -0.75959 -0.46 -0.21 0.47
C -2.61215 5.92916 -4.09618 -0.69 0.16 0.46
C -4.07682 5.83157 -4.60831 0.16 -0.74 0.30
O -4.94383 6.60564 -3.78258 0.15 -0.02 -0.69
C -5.01518 7.93969 -4.21956 -0.13 0.66 0.56
H 0.55907 4.80396 -3.62215 0.09 0.11 0.19
H 0.92982 5.99233 -2.38145 0.68 0.28 0.41
H 0.00459 6.43063 -3.81559 -0.20 0.23 0.17
H -1.25073 6.13357 -1.55467 -0.47 -0.12 -0.25
H -0.81351 4.45043 -1.54739 0.29 -0.18 -0.18
H -1.02602 3.60702 -4.10882 -0.41 -0.20 0.23
H -2.71474 3.27008 -4.42760 -0.36 0.40 0.17
H -2.05881 2.79743 -2.87823 0.02 -0.25 0.26
H -4.18167 4.05580 -2.52252 -0.03 0.16 0.07
H -3.91478 5.65500 -1.75586 0.20 0.12 -0.34
H -2.51168 3.02920 -1.00005 -0.08 0.27 0.29
H -3.88150 3.76304 -0.17776 0.27 -0.02 -0.19
H -2.32516 4.61227 -0.12839 -0.16 -0.25 -0.20
H -1.92634 5.82462 -4.94756 0.11 -0.11 0.53
H -2.50301 6.91844 -3.58719 0.11 -0.72 -0.55
H -4.47381 4.80280 -4.52863 0.42 0.30 -0.11
H -4.11335 6.08472 -5.69613 -0.06 0.23 0.85
H -4.08112 8.48870 -4.06929 0.44 -0.25 -0.69
H -5.65045 8.50493 -3.55575 -0.71 -0.22 0.31
H -5.43544 8.02041 -5.22379 0.35 0.03 -0.13
C 3.94001 5.68322 -7.65982 -1.18 -0.41 0.82
C 3.72880 4.83892 -6.39354 0.98 -1.07 0.12
N 5.07261 4.48719 -5.66168 -0.30 0.40 -0.04
C 6.06766 5.57915 -5.89597 -0.50 -0.16 0.53
C 4.76610 4.37114 -4.15374 -0.36 0.39 -1.52
C 3.76948 3.30475 -3.79955 -0.10 -0.49 0.23
C 5.55791 3.17208 -6.24247 0.34 0.71 -0.74
C 7.03174 2.90296 -6.08271 -0.49 -0.61 0.21
O 7.45174 2.97998 -4.73375 1.39 -1.54 -0.58
C 8.65266 2.11646 -4.54042 -1.04 0.84 0.61
H 2.97595 5.95333 -8.12633 0.29 -0.45 0.45
H 4.45935 5.03336 -8.34092 0.52 0.25 -0.67
H 4.43527 6.62474 -7.44049 0.19 -0.11 -0.25
H 3.42722 3.81062 -6.59321 -0.63 0.59 -0.49
H 3.03843 5.20527 -5.64895 0.09 0.56 -0.01
H 6.91026 5.50226 -5.22886 0.30 -0.40 0.15
H 5.59293 6.53731 -5.70177 -0.10 -0.06 -0.05
H 6.36067 5.50830 -6.92633 0.31 0.24 -0.33
H 4.33346 5.36075 -3.92801 0.53 -0.34 0.24
H 5.72498 4.17429 -3.72638 0.51 0.19 0.62
H 3.59932 3.48227 -2.73527 -0.15 -0.38 0.09
H 4.13025 2.26377 -3.94210 -0.10 0.71 0.19
H 2.80343 3.41895 -4.29608 0.23 -0.01 0.03
H 5.44839 3.24041 -7.33133 -0.33 0.14 0.12
H 4.90554 2.38501 -5.92603 -0.28 -0.32 0.50
H 7.51697 3.61852 -6.72171 0.83 0.57 -0.06
H 7.24684 1.92530 -6.56447 -0.27 0.27 0.50
H 8.41115 1.13253 -4.15164 -0.69 -0.18 -0.08
H 9.19660 2.59618 -3.72233 0.42 0.08 -0.63
H 9.18006 1.94253 -5.48423 0.21 0.60 0.32
C -1.52679 0.29840 -1.27504 0.32 0.51 -0.26
C -0.74514 -1.00999 -1.52864 0.65 2.08 0.47
N 0.78429 -0.85321 -1.25278 -0.62 0.79 0.45
C 1.48941 -2.16647 -1.60883 -0.84 0.49 0.03
C 1.35313 0.39593 -2.01261 -0.07 -0.73 0.05
C 1.01990 0.45242 -3.50115 0.39 0.58 1.03
C 1.16714 -0.50249 0.18286 -0.22 -0.43 -0.20
C 0.63688 -1.52523 1.15469 0.31 -0.49 -0.24
O -0.69024 -1.23588 1.55283 0.10 -0.09 0.93
C -0.94874 -1.93260 2.80618 0.45 -0.72 -1.58
H -2.53548 0.27117 -1.73267 0.66 -0.07 0.54
H -1.02606 1.16236 -1.71191 0.07 -0.09 -0.58
H -1.59530 0.66500 -0.24968 -0.15 -0.80 0.37
H -0.72966 -1.16090 -2.60500 -0.39 -0.76 0.12
H -1.23043 -1.75849 -0.88899 0.86 -0.37 -0.38
H 2.51444 -2.09022 -1.27486 0.21 -0.11 0.14
H 1.42309 -2.34919 -2.69239 0.09 0.30 0.55
H 0.93990 -2.97340 -1.09614 0.38 0.31 -0.20
H 2.43581 0.23723 -1.96926 -0.09 0.13 0.36
H 1.08390 1.26624 -1.37457 0.16 -0.54 -0.79
H -0.00959 0.71911 -3.70938 -0.37 -0.65 -0.14
H 1.42499 -0.46523 -3.91854 -0.58 -0.01 -0.58
H 1.54380 1.30943 -3.91016 0.42 0.07 -0.06
H 0.84367 0.49241 0.49534 -0.25 0.00 -0.45
H 2.25608 -0.49728 0.08029 -0.06 -0.10 0.70
H 1.27729 -1.58805 2.04613 0.06 0.10 -0.24
H 0.68405 -2.49393 0.62910 -0.15 0.02 0.74
H -0.40047 -1.50099 3.63946 0.03 0.12 0.09
H -0.64303 -2.98523 2.65918 -0.16 0.33 0.31
H -2.01184 -1.92756 2.97129 -0.32 0.23 0.23
C 3.01709 0.24324 3.39634 -0.46 0.25 -1.53
C 4.06392 1.15506 2.78801 2.20 -0.98 0.66
N 5.53631 0.80776 3.34680 0.17 0.28 0.72
C 5.85992 -0.67894 3.22644 -1.17 1.49 -0.30
C 6.50055 1.74915 2.53885 -0.11 -1.39 1.49
C 7.96954 1.51560 2.98775 -0.73 -0.33 -1.77
C 5.71891 0.95326 4.88626 -0.37 1.12 -1.25
C 5.67617 2.39318 5.39537 0.53 -0.87 0.94
O 4.34339 2.69339 5.71321 -0.11 0.81 0.15
C 4.27026 4.08316 6.11402 -1.61 -1.05 -0.56
H 3.04411 -0.80717 3.12868 0.80 -0.13 -0.12
H 2.11586 0.53313 2.85992 -0.42 0.42 0.47
H 2.90209 0.32476 4.45388 -0.19 0.42 0.70
H 3.94863 2.21637 3.00487 -0.30 -0.23 0.19
H 4.23162 1.04899 1.70379 -0.54 -0.23 0.40
H 5.93306 -0.97270 2.20804 0.14 -0.13 -0.49
H 4.99449 -1.14249 3.69611 0.41 -0.40 -0.02
H 6.77160 -0.84166 3.75627 0.48 -0.39 0.17
H 6.16385 2.76852 2.78480 0.10 -0.45 -0.52
H 6.26678 1.44998 1.51322 0.43 0.38 0.03
H 8.12451 1.85157 4.00032 0.19 -0.36 0.37
H 8.64433 2.07752 2.35187 -0.09 0.56 -0.10
H 8.28264 0.48712 2.72003 -0.28 0.32 0.88
H 6.61239 0.36865 5.09093 0.16 0.71 0.32
H 4.90325 0.42173 5.34724 -0.38 -0.17 0.08
H 6.10755 3.10979 4.69398 -0.07 0.06 -0.11
H 6.30041 2.46320 6.32308 -0.25 -0.11 -0.53
H 4.45374 4.66107 5.22563 0.65 0.66 -0.20
H 4.95351 4.24445 6.93568 0.12 0.41 0.19
H 3.21268 4.32766 6.36183 0.81 -0.48 0.25
O -3.77297 -1.93930 5.93276 2.25 -0.76 -0.24
C -2.26293 -1.62475 6.05278 -0.67 -0.38 -1.49
O -2.10708 -0.42957 6.37510 0.07 -0.67 0.31
O -1.50172 -2.51400 5.67435 -0.81 0.55 0.66
H -4.02213 -1.14293 6.36733 -1.01 1.02 0.54
O -0.51181 -2.19614 -5.87372 1.68 -0.49 0.11
C 0.82398 -2.51981 -5.50014 3.01 -0.47 -1.88
O 1.07514 -2.58482 -4.23786 -1.35 0.15 -2.38
O 1.65985 -2.69121 -6.44479 -2.55 0.40 2.25
H -0.84842 -1.96889 -5.01694 -0.90 0.19 0.80
O -5.10671 2.29439 -3.85010 -0.69 1.49 -0.97
C -5.08533 1.27959 -2.97044 -0.36 -2.85 -1.25
O -5.80779 0.27815 -3.21699 -0.59 0.76 0.09
O -4.20041 1.35911 -2.15285 1.95 0.71 2.66
H -5.84116 2.03527 -4.40195 -0.49 0.20 -0.77
B 1.05513 3.33737 1.03004 0.21 0.69 0.28
F 1.90340 2.82138 2.07263 -0.54 0.14 -0.58
F 1.71078 3.19231 -0.21895 -0.49 0.03 0.64
F -0.18562 2.63679 1.04630 0.39 -0.17 -0.21
F 0.76107 4.69956 1.30965 0.27 -0.66 -0.28
B 5.00455 -1.80103 0.23666 0.51 -1.41 -0.73
F 4.69953 -2.85388 -0.68458 0.17 1.11 0.88
F 4.93583 -0.53673 -0.34953 -0.26 -0.01 0.18
F 4.11295 -1.88483 1.34702 0.08 0.02 -0.31
F 6.36361 -1.99401 0.71291 -0.75 0.00 -0.29
B 0.71180 4.08209 -6.36132 -0.93 0.43 -0.01
F -0.68451 3.92729 -6.63052 1.14 0.23 0.07
F 1.53665 3.61726 -7.39875 -0.75 0.18 0.34
F 0.98599 5.49470 -6.11320 -0.27 -1.05 -0.21
F 0.98778 3.36363 -5.15501 0.05 0.20 -0.46
B -1.16173 -5.40977 0.75632 -0.58 -0.32 0.36
F -0.71606 -6.36234 -0.19304 0.02 0.92 0.48
F -2.32694 -5.98378 1.39237 0.87 0.50 -0.27
F -0.14684 -5.10012 1.73948 -0.64 -0.45 -0.70
F -1.56071 -4.17772 0.14682 0.28 -0.61 0.06


[2]
16
Properties=species:S:1:pos:R:3:forces:R:3 method="wB97M-V/def2-TZVPD" spin_multiplicity=1 total_charge=-1 orbital_gap_ev=6.72 energy_ev=-16635.38243 homo_ha=-0.090 e_above_lowest_kcal_mol=16.81 e_lumo_ev=4.283
C 0.88945 0.29651 2.73998 0.00 0.17 0.12
C -0.38438 0.65261 2.67606 0.18 -0.25 0.23
H 1.19115 -0.69249 3.06157 -0.01 -0.07 -0.14
H 1.67569 0.97993 2.44471 0.04 0.01 0.06
H -1.15683 -0.07136 2.90325 -0.12 0.11 0.03
H -0.69401 1.64558 2.38981 -0.03 -0.04 -0.22
C 0.50249 -0.36550 -1.89592 -0.01 0.39 0.23
C -0.81711 0.39885 -2.05830 0.07 0.03 0.06
S -1.36763 1.16424 -0.49602 -0.14 -0.06 -0.09
N 0.48079 -1.37850 -0.83629 -0.01 -0.14 -0.17
H 1.26668 0.36851 -1.62227 0.06 -0.02 -0.05
H 0.80833 -0.82549 -2.84240 0.00 -0.11 -0.01
H -1.56480 -0.29888 -2.45741 -0.11 0.04 0.04
H -0.68413 1.19484 -2.79774 0.06 -0.12 -0.14
H -0.12095 -2.13900 -1.14177 -0.05 0.03 0.04
H -0.02474 -0.92987 -0.06726 0.05 0.01 0.02


[3]
12
Properties=species:S:1:pos:R:3:forces:R:3 method="wB97M-V/def2-TZVPD" spin_multiplicity=1 total_charge=+1 orbital_gap_ev=9.20 energy_ev=-9687.01494 homo_ha=-0.531 e_above_lowest_kcal_mol=68.05 e_lumo_ev=-5.234
C 1.61725 0.97443 -0.07679 -0.09 1.05 2.05
N 1.89784 -0.26739 -0.01574 -2.95 0.00 -1.46
N -1.92228 -0.03159 -0.43708 3.68 0.57 2.63
N 1.41746 2.06109 0.39663 -0.67 -0.83 -1.64
O 1.05416 -1.32083 -0.42409 -0.41 1.54 0.75
O -1.40378 -1.25171 0.22604 -0.25 0.23 0.23
H 2.75986 -0.52382 0.34467 2.18 -0.93 0.53
H -1.93078 0.76068 0.27487 -0.52 -1.81 -0.88
H -2.78030 -0.27863 -0.75280 -3.39 -0.48 -1.16
H 1.25554 2.97720 -0.04326 0.55 -0.45 0.15
H 0.06056 -1.13052 -0.06434 1.35 -0.76 -0.46
H -2.02553 -1.96890 0.57189 0.52 1.87 -0.74